Density functional theory data (ωB97M-V with the def2-TZVPD basis set) for a molecular structure, C26H47GaN3O3 in a non-equilibrium geometry.

## Properties
HOMO level (spin up / spin down): -4.76 / -4.76 eV
Energy: -3333.4363 Eh
Total charge: -1
F_max: 3.7 eV/A
Multiplicity: 3
E_LUMO (spin up / spin down): 2.02 / 1.51 eV
Frontier orbital gap (spin up / spin down): 6.78 / 6.27 eV

Each line ends with the Löwdin charge.
Cartesian coordinates (Å):
C: 1.8275 3.5192 2.4067  -0.12
C: 0.6246 4.2341 2.3264  -0.11
C: 0.4500 4.8912 1.1252  -0.15
C: 1.3633 4.9103 0.0646  -0.34
Ga: 1.0179 5.9799 -1.6703  0.33
C: 2.8462 6.2773 -2.5335  -0.26
C: 3.4237 7.5871 -1.9212  -0.43
C: 4.9706 7.6218 -1.8372  -0.05
O: 4.1026 8.4207 -2.8129  -0.16
N: 2.5103 4.2103 0.1793  0.03
C: 2.6650 3.5513 1.3210  -0.22
H: 2.0773 2.9446 3.2934  0.09
H: -0.1014 4.2506 3.1319  0.10
H: -0.4745 5.4561 0.9907  0.08
H: 0.4117 7.4124 -1.2045  -0.09
H: -0.0619 5.2620 -2.6151  -0.13
H: 3.5882 5.5519 -2.1905  0.03
H: 2.8391 6.4420 -3.6139  0.04
H: 2.8827 8.0456 -1.0939  0.09
H: 5.4504 8.4884 -1.3827  0.08
H: 5.5328 7.1176 -2.6199  0.09
H: 3.5817 2.9535 1.4068  0.09
C: -3.2068 -0.1383 1.8727  -0.04
C: -1.7290 0.1543 2.2228  -0.48
C: -0.8532 -1.0122 1.7646  -0.14
C: -0.9818 -2.2518 2.6482  -0.17
C: -0.7566 -1.8987 4.1176  -0.14
C: -1.6405 -0.7478 4.6052  -0.50
N: -1.5931 0.4271 3.6876  -0.07
O: -0.4710 1.0552 3.8887  -0.02
C: -3.0920 -1.2413 4.7705  -0.04
C: -1.2165 -0.3644 6.0240  -0.05
C: -1.3815 1.3841 1.3827  -0.03
H: -3.8825 0.4802 2.4662  0.09
H: -3.4059 0.0851 0.8249  0.08
H: -3.4858 -1.1832 2.0045  0.06
H: 0.1973 -0.7014 1.7582  0.13
H: -1.0944 -1.2822 0.7339  0.11
H: -1.9611 -2.7202 2.5136  0.10
H: -0.2456 -2.9970 2.3367  0.11
H: -0.9320 -2.7840 4.7352  0.12
H: 0.2975 -1.6357 4.2545  0.12
H: -3.7606 -0.4124 5.0085  0.09
H: -3.1554 -1.9600 5.5895  0.08
H: -3.4838 -1.7577 3.8979  0.06
H: -0.1639 -0.0912 6.0848  0.08
H: -1.3643 -1.2092 6.6980  0.08
H: -1.8102 0.4715 6.3991  0.09
H: -1.9808 2.2474 1.6785  0.10
H: -1.5804 1.1868 0.3293  0.09
H: -0.3303 1.6605 1.4507  0.07
C: 1.3710 -2.3689 -3.7645  -0.04
C: 0.7852 -2.8979 -2.4354  -0.48
C: 1.3924 -4.2665 -2.1140  -0.14
C: 0.8486 -5.3953 -2.9874  -0.18
C: -0.6765 -5.4215 -2.9545  -0.14
C: -1.3128 -4.0719 -3.2941  -0.50
N: -0.7126 -2.9508 -2.5126  -0.07
O: -1.1935 -3.0098 -1.3039  -0.02
C: -1.1823 -3.7999 -4.8062  -0.04
C: -2.8222 -4.1667 -3.0639  -0.05
C: 1.2661 -1.8860 -1.3906  -0.04
H: 0.7363 -1.5932 -4.1942  0.09
H: 2.3529 -1.9245 -3.6037  0.08
H: 1.5231 -3.1471 -4.5113  0.06
H: 1.1991 -4.5161 -1.0652  0.12
H: 2.4785 -4.2181 -2.2211  0.13
H: 1.2062 -5.2922 -4.0158  0.10
H: 1.2358 -6.3514 -2.6274  0.11
H: -1.0412 -6.1841 -3.6472  0.12
H: -0.9972 -5.7380 -1.9563  0.12
H: -1.5290 -2.7954 -5.0527  0.09
H: -1.7937 -4.5058 -5.3705  0.08
H: -0.1721 -3.9171 -5.1900  0.06
H: -3.0710 -4.4630 -2.0458  0.08
H: -3.2533 -4.9175 -3.7269  0.08
H: -3.3117 -3.2140 -3.2733  0.09
H: 0.8547 -0.8926 -1.5782  0.10
H: 2.3524 -1.8067 -1.4182  0.09
H: 1.0030 -2.1793 -0.3743  0.07